Record 1
# C69H86ClN3O2

A cluster of 8 separate species, C69H86ClN3O2 in total at a distorted geometry (wB97M-V/def2-TZVPD, the Open Molecules 2025 dataset).

ORCA input file:
```
! RIJCOSX wB97M-V def2-TZVPD def2/J DEFGRID3
* xyz 0 1
C -2.718 -2.770 2.359
C -3.286 -1.898 1.236
C -2.611 -2.172 -0.104
C -3.459 -3.064 -1.011
C -2.609 -3.770 -2.072
C -2.217 -5.180 -1.626
C -0.729 -5.327 -1.371
C -0.430 -6.476 -0.415
C 0.827 -6.167 0.385
C 0.470 -5.128 1.434
C 1.408 -4.949 2.606
C 2.616 -4.004 2.428
C 2.828 -3.342 1.078
C 1.994 -2.095 0.791
C 2.656 -0.800 1.269
C 3.882 -0.603 0.438
O 5.022 -0.890 0.707
N 3.495 -0.033 -0.754
C 2.388 0.941 -0.523
C 3.043 2.337 -0.387
C 3.160 3.207 -1.626
O 2.266 3.987 -1.853
N 4.324 3.165 -2.396
C 4.242 4.177 -3.455
C 4.585 1.843 -3.020
C 1.373 0.825 -1.629
C 0.347 1.735 -1.741
C -0.571 1.578 -2.754
N -0.530 0.598 -3.657
C 0.488 -0.251 -3.546
C 1.449 -0.186 -2.558
C 1.876 0.438 0.869
Cl 0.121 0.239 1.107
H -2.906 -2.309 3.317
H -1.659 -2.917 2.231
H -3.214 -3.731 2.375
H -4.342 -2.118 1.166
H -3.171 -0.864 1.526
H -2.455 -1.227 -0.591
H -1.662 -2.669 0.053
H -4.003 -3.785 -0.419
H -4.197 -2.444 -1.497
H -1.743 -3.162 -2.280
H -3.210 -3.832 -2.965
H -2.779 -5.440 -0.743
H -2.467 -5.874 -2.414
H -0.311 -4.408 -0.985
H -0.243 -5.551 -2.312
H -1.269 -6.536 0.262
H -0.354 -7.423 -0.929
H 1.252 -7.050 0.841
H 1.554 -5.777 -0.321
H -0.460 -5.484 1.858
H 0.236 -4.188 0.961
H 0.804 -4.554 3.411
H 1.755 -5.909 2.955
H 3.511 -4.579 2.608
H 2.608 -3.251 3.201
H 3.867 -3.044 1.061
H 2.719 -4.027 0.255
H 1.844 -2.031 -0.277
H 1.022 -2.190 1.251
H 2.817 -0.895 2.327
H 4.356 0.367 -1.101
H 3.989 2.237 0.120
H 2.410 2.917 0.265
H 4.135 5.162 -3.039
H 3.449 3.958 -4.153
H 5.171 4.149 -3.999
H 3.688 1.248 -3.089
H 5.310 1.294 -2.438
H 4.994 1.972 -4.003
H 0.260 2.549 -1.051
H -1.385 2.275 -2.825
H 0.556 -1.034 -4.279
H 2.237 -0.905 -2.532
H 2.114 1.215 1.578
C -5.099 -1.941 -8.059
C -3.995 -2.743 -7.806
C -3.016 -2.317 -6.919
C -3.138 -1.087 -6.287
C -4.238 -0.283 -6.546
C -5.219 -0.710 -7.431
H -5.865 -2.275 -8.746
H -3.898 -3.701 -8.300
H -2.157 -2.944 -6.721
H -2.376 -0.753 -5.592
H -4.331 0.678 -6.058
H -6.078 -0.082 -7.631
C -4.632 -8.231 -2.630
C -5.299 -7.554 -3.641
C -5.515 -8.172 -4.864
C -5.060 -9.465 -5.078
C -4.386 -10.139 -4.070
C -4.173 -9.523 -2.845
H -4.468 -7.751 -1.674
H -5.651 -6.544 -3.474
H -6.038 -7.645 -5.652
H -5.231 -9.948 -6.031
H -4.027 -11.146 -4.238
H -3.648 -10.049 -2.058
C -2.753 1.549 3.668
C -1.830 2.493 3.242
C -1.992 3.827 3.584
C -3.077 4.222 4.352
C -4.005 3.279 4.773
C -3.842 1.943 4.432
H -2.622 0.507 3.404
H -0.984 2.191 2.641
H -1.266 4.558 3.250
H -3.202 5.263 4.622
H -4.855 3.585 5.368
H -4.565 1.209 4.762
C 1.227 6.672 3.545
C 2.162 7.593 3.099
C 2.027 8.933 3.434
C 0.956 9.350 4.212
C 0.015 8.428 4.652
C 0.152 7.090 4.317
H 1.334 5.626 3.289
H 2.996 7.269 2.490
H 2.758 9.652 3.088
H 0.854 10.396 4.474
H -0.823 8.754 5.254
H -0.577 6.366 4.660
C 4.705 10.231 -1.890
C 4.152 8.968 -2.042
C 3.166 8.530 -1.169
C 2.736 9.356 -0.140
C 3.294 10.617 0.017
C 4.277 11.055 -0.858
H 5.469 10.574 -2.575
H 4.489 8.323 -2.844
H 2.733 7.545 -1.290
H 1.966 9.016 0.540
H 2.961 11.259 0.823
H 4.711 12.039 -0.737
C 2.961 -9.959 -1.073
C 3.205 -11.324 -1.052
C 2.505 -12.167 -1.904
C 1.559 -11.644 -2.774
C 1.310 -10.280 -2.790
C 2.012 -9.437 -1.940
H 3.510 -9.301 -0.412
H 3.941 -11.732 -0.372
H 2.698 -13.232 -1.890
H 1.015 -12.301 -3.440
H 0.568 -9.872 -3.464
H 1.816 -8.372 -1.949
C -0.590 11.357 7.728
C 0.364 10.351 7.779
C 0.716 9.789 8.998
C 0.115 10.236 10.167
C -0.835 11.247 10.116
C -1.188 11.807 8.897
H -0.869 11.792 6.777
H 0.834 10.005 6.870
H 1.458 9.003 9.037
H 0.387 9.796 11.117
H -1.300 11.598 11.028
H -1.930 12.594 8.858
*
```

Computed properties:
Frontier orbital gap   9.52 eV
Highest occupied orbital energy   -9.2 eV
SMILES   CCCCCCCCCCCCCC[C@H]1C(=O)N[C@@](CC(=O)N(C)C)(c2ccncc2)[C@H]1Cl.c1ccccc1.c1ccccc1.c1ccccc1.c1ccccc1.c1ccccc1.c1ccccc1.c1ccccc1



Record 2
# C6CrF18NO16S6

A structure of composition C6CrF18NO16S6 at a distorted geometry (wB97M-V/def2-TZVPD, the Open Molecules 2025 dataset).

ORCA input file:
```
! RIJCOSX wB97M-V def2-TZVPD def2/J DEFGRID3
* xyz -3 5
Cr -0.083 0.079 -0.118
C 2.335 -0.734 -3.302
F 2.015 0.557 -3.494
F 1.303 -1.447 -3.738
F 3.469 -1.122 -3.986
S 2.495 -1.050 -1.383
O 3.504 -2.079 -1.051
O 2.668 0.327 -0.970
N 0.788 -1.461 -0.869
S 0.658 -3.045 -1.241
O -0.697 -3.353 -1.695
O 1.638 -3.612 -2.150
C 0.963 -3.933 0.477
F 0.033 -3.622 1.347
F 1.094 -5.231 0.228
F 2.081 -3.442 1.010
C -1.812 0.279 -4.003
F -3.083 0.248 -4.244
F -1.142 -0.979 -4.068
F -1.278 1.103 -4.915
S -1.534 0.975 -2.242
O -1.941 0.044 -1.180
O -0.114 1.064 -1.858
O -2.208 2.243 -2.119
C -3.713 -0.218 1.702
F -4.685 -0.817 2.398
F -3.859 -0.600 0.428
F -3.727 1.120 1.694
S -2.040 -0.757 2.428
O -1.608 0.356 3.340
O -2.175 -2.056 3.040
O -1.167 -0.787 1.240
C 3.536 0.319 2.647
F 4.068 0.630 3.809
F 3.904 1.148 1.662
F 3.915 -0.910 2.358
S 1.572 0.224 2.792
O 0.915 1.239 3.678
O 1.157 0.458 1.345
O 1.224 -1.120 3.211
C -1.588 4.438 0.547
F -2.885 4.183 0.823
F -1.261 4.384 -0.754
F -1.300 5.667 1.016
S -0.564 3.102 1.432
O -0.960 2.902 2.838
O -0.755 1.840 0.661
O 0.844 3.447 1.230
*
```

Computed properties:
Frontier orbital gap (alpha / beta)   4.22 / 7.08 eV
Expectation value of S²   6.01
Highest occupied orbital energy (alpha / beta)   2.0 / -0.8 eV